[1]
Below is the molecule C5H11N in a non-equilibrium geometry, with properties calculated with the ωB97M-V functional and the def2-TZVPD basis.

Values from the calculation:
lowest unoccupied orbital energy	1.21	eV
SMILES	C[C@@H]1[C@H](C)N1C
net charge	0

XYZ file:
```
17
Properties=species:S:1:pos:R:3:forces:R:3
C 0.8834 1.8105 -0.2091 1.359 0.858 1.145
C 0.0477 0.7718 0.4877 0.295 0.707 0.098
C 0.3051 -0.6907 0.4616 0.493 -1.528 0.826
C 1.4698 -1.4465 -0.1736 0.898 -1.047 -0.375
N -0.6764 -0.1129 -0.3794 0.269 0.735 -1.039
C -2.0530 -0.3061 -0.1608 -1.866 -0.780 0.788
H 1.5304 1.3272 -0.9433 -0.067 0.108 -0.007
H 0.2791 2.5655 -0.7318 0.047 -0.265 0.238
H 1.5735 2.3626 0.5365 -1.072 -0.811 -1.109
H -0.4530 1.0797 1.4234 0.048 0.032 -0.563
H -0.1213 -1.1807 1.3574 0.378 0.045 -0.325
H 1.1892 -2.4691 -0.5713 -0.245 1.091 0.543
H 1.8731 -0.9398 -1.0787 -0.211 -0.036 0.781
H 2.3272 -1.6963 0.5320 -1.071 0.742 -0.656
H -2.3734 -0.0428 0.8878 0.258 -0.463 -0.578
H -2.6874 0.3146 -0.8087 0.409 -0.030 -0.040
H -2.3207 -1.3649 -0.3822 0.078 0.644 0.274
```
Positions in Å, forces in eV/Å.

=====

[2]
Below is a structure of composition C28H49AsClO8PS2Ti in a non-equilibrium geometry, with properties calculated with the ωB97M-V functional and the def2-TZVPD basis.

Values from the calculation:
lowest unoccupied orbital energy (alpha / beta)	-3.10 / -3.19	eV
multiplicity	2
net charge	+1

XYZ file:
```
91
Properties=species:S:1:pos:R:3:forces:R:3
Ti -4.4451 -1.5323 20.5669 0.665 2.396 -0.903
O -5.9170 2.0323 21.2548 0.426 -0.310 -0.624
Cl -4.7836 1.3923 20.6708 1.698 -1.042 2.396
O -3.7174 2.2982 20.3480 -1.154 -0.984 0.303
O -4.2464 0.3093 21.7840 -0.943 0.972 -2.527
O -5.1187 0.5222 19.5434 0.115 0.038 0.287
C -0.7326 -4.3554 22.0971 -0.060 -0.371 0.661
As -2.4536 -4.2365 22.9922 -0.638 1.128 -0.629
C -2.8976 -5.9650 23.7394 0.236 -0.352 0.507
C -2.1968 -2.9714 24.5078 -0.632 -0.685 0.643
S -4.1239 -3.7267 21.4730 1.514 -0.951 1.642
H -0.8631 -4.8995 21.1762 -0.071 -0.336 -0.250
H 0.0019 -4.8605 22.7640 -0.541 0.408 -0.436
H -0.4181 -3.3588 21.8300 0.115 0.361 0.090
H -3.5088 -5.8485 24.6505 0.319 0.053 -0.418
H -1.9857 -6.5490 23.9733 -0.330 0.580 -0.022
H -3.4516 -6.5545 23.0206 -0.208 0.095 -0.268
H -1.3538 -3.3282 25.1343 -0.182 0.170 -0.695
H -3.0698 -3.0040 25.2090 0.446 0.051 -0.917
H -2.0371 -1.9477 24.1583 0.014 -0.296 -0.075
O -6.3433 -1.5062 20.9579 -1.430 -1.296 1.675
P -7.6886 -1.9954 21.6864 0.563 0.888 -1.391
C -8.7036 -2.5991 20.1511 -0.395 0.352 0.254
C -9.7487 -3.6655 20.4400 -0.550 -1.070 0.717
C -9.3640 -5.0039 19.8049 -0.244 -0.235 -0.090
C -9.4538 -4.9153 18.2678 -0.737 -1.434 0.009
C -8.9011 -3.6127 17.7451 0.155 1.772 -0.076
C -7.9872 -2.9273 18.8161 0.657 0.029 -0.069
C -8.6114 -0.5270 22.2974 -0.090 0.781 -0.234
C -7.9237 0.3435 23.3781 0.218 -0.097 0.480
C -8.6270 1.7321 23.5693 -0.322 -0.226 0.050
C -10.1293 1.6925 23.1948 -0.188 0.033 -0.454
C -10.7331 0.3064 23.5139 -0.843 0.164 -1.588
C -10.0533 -0.8720 22.7347 -0.134 -0.406 0.453
C -7.5682 -3.1078 23.2114 0.491 -1.824 0.510
C -7.1997 -4.6127 22.8827 0.501 0.250 -0.324
C -7.5984 -5.6117 24.0104 0.693 -0.750 -0.835
C -7.3162 -5.0220 25.3995 -0.296 0.356 -0.110
C -6.2241 -3.9289 25.2738 0.101 -0.578 -0.276
C -6.6195 -2.7226 24.3928 0.996 1.504 -0.370
H -9.3146 -1.7212 19.9576 0.294 0.634 0.161
H -10.7367 -3.3424 20.0622 0.421 -0.158 0.058
H -9.8880 -3.8203 21.5172 -0.041 0.121 -0.044
H -9.9940 -5.8338 20.1615 0.035 0.388 -0.062
H -8.3414 -5.2847 20.1155 -0.299 0.194 -0.250
H -10.5096 -5.0863 17.9273 0.811 0.303 0.399
H -8.9095 -5.7969 17.8982 0.005 0.367 -0.229
H -9.7059 -2.8928 17.3932 0.697 -0.754 0.761
H -8.2652 -3.6835 16.8481 -0.232 -0.438 0.300
H -7.5635 -2.0464 18.3249 -0.008 0.106 0.461
H -7.1328 -3.5866 19.0331 -0.165 0.011 -0.204
H -8.6598 0.1585 21.4348 -0.006 -0.421 -0.163
H -6.8739 0.5010 23.1255 -0.007 0.014 -0.071
H -7.9185 -0.1809 24.3506 -0.168 0.113 -0.415
H -8.0821 2.5538 23.0410 -0.452 -0.737 0.443
H -8.6523 1.9365 24.6520 0.528 0.128 -0.365
H -10.3001 1.8820 22.1148 0.221 0.028 0.469
H -10.6548 2.5137 23.7441 0.283 -0.775 -0.459
H -11.7954 0.2652 23.1819 0.574 0.315 0.361
H -10.7669 0.1418 24.5677 0.302 -0.270 0.821
H -10.6957 -1.1987 21.8916 0.465 0.412 0.217
H -10.0349 -1.7570 23.3989 0.024 0.393 -0.137
H -8.5493 -3.1832 23.7193 -0.065 0.429 -0.947
H -6.1071 -4.7254 22.6788 -0.846 0.469 0.490
H -7.6063 -4.8986 21.9204 -0.514 -0.205 -0.037
H -6.9143 -6.4844 23.8525 -0.583 0.488 0.148
H -8.6221 -6.0216 23.8725 0.493 0.497 0.254
H -7.0089 -5.7901 26.1389 -0.182 0.379 -0.521
H -8.2596 -4.5827 25.7886 0.603 -0.012 -0.027
H -5.2801 -4.3504 24.8380 -0.780 -0.001 0.444
H -5.9969 -3.6090 26.2865 0.228 0.341 0.008
H -5.6912 -2.2747 23.9592 -0.437 -0.423 0.256
H -6.9856 -1.8951 25.0354 -0.311 -0.617 -0.480
C 0.5102 3.4619 16.8068 0.427 0.160 -0.472
C -0.2133 2.2500 17.2966 -0.031 -0.016 0.349
C 0.3463 1.4717 18.3135 -0.010 1.240 -0.366
C -0.3095 0.3798 18.7816 1.618 -1.982 1.998
C -1.4612 -0.0738 18.2036 -1.541 -0.081 -0.147
C -2.1267 0.7926 17.3261 -0.539 -1.719 0.090
C -1.4846 1.9083 16.8511 0.036 0.624 -0.107
S -2.1740 -1.6015 18.8986 -1.087 -1.076 -1.367
O -3.6914 -1.7201 18.5979 0.944 -0.162 -0.224
O -1.4099 -2.8028 18.5155 -1.255 2.725 1.023
O -2.3414 -1.2505 20.3290 1.087 -0.422 1.648
H 0.9415 4.0031 17.6632 -0.189 -0.012 -0.381
H -0.1414 4.1317 16.2088 0.452 -0.387 0.411
H 1.3635 3.1276 16.1747 -0.508 0.361 0.272
H 1.2413 1.8012 18.8223 0.154 -0.014 -0.144
H 0.1559 -0.1473 19.6633 -0.634 0.358 -1.138
H -3.1441 0.5467 17.0345 0.162 0.062 -0.173
H -2.0113 2.5734 16.1736 0.087 -0.112 -0.011
```
Positions in Å, forces in eV/Å.

=====

[3]
Below is a structure of composition C12H16Cl6O3Tc in a non-equilibrium geometry, with properties calculated with the ωB97M-V functional and the def2-TZVPD basis.

Values from the calculation:
lowest unoccupied orbital energy (alpha / beta)	4.40 / 4.40	eV
multiplicity	4
net charge	-2

XYZ file:
```
38
Properties=species:S:1:pos:R:3:forces:R:3
C 2.0838 -0.2831 -0.0532 -0.358 0.936 0.943
C 1.7624 -0.0716 1.2978 0.475 0.212 -2.350
C 0.6753 0.8814 1.3787 -0.118 -0.179 -1.116
C 2.4992 -0.6477 2.4380 -0.269 -0.308 0.515
C 0.3068 1.2625 0.0255 1.606 -0.115 0.255
C 1.2775 0.5903 -0.8791 -0.709 0.373 -0.005
C 1.1892 0.6552 -2.2607 0.674 0.090 0.276
C 3.0919 -1.2042 -0.6156 0.218 -0.293 0.045
C 0.4597 1.7081 2.5926 -0.180 -0.260 0.300
C -0.4940 2.4610 -0.3294 0.036 0.288 -0.271
Tc -0.8847 -0.4104 0.2951 -0.862 0.110 3.570
Cl -0.5918 -1.2984 3.7489 0.056 -0.092 0.733
Cl -0.0180 -2.6198 0.7394 0.145 -1.275 -0.059
Cl -2.2988 0.8120 1.6664 -0.689 0.359 0.301
H 2.6988 -1.7131 2.2868 -0.022 0.076 -0.081
H 1.8767 -0.5699 3.3318 0.129 -0.092 0.052
H 3.4556 -0.1295 2.5842 -0.050 0.015 -0.041
H 0.3456 1.0448 3.4533 -0.043 0.105 0.071
H -0.4558 2.2803 2.5016 0.036 0.188 0.113
H 1.3169 2.3760 2.7343 0.045 0.080 0.007
H -1.0542 2.8018 0.5434 0.094 0.062 -0.262
H -1.2135 2.1980 -1.1086 0.013 0.302 0.033
H 0.1824 3.2366 -0.6864 -0.009 0.411 -0.127
H 0.5918 1.4509 -2.7042 0.158 -0.225 -0.071
H 0.0681 -0.6272 -2.1764 -0.486 -0.393 0.109
H 1.9498 0.1504 -2.8529 -0.109 0.199 -0.118
H 3.1592 -2.1157 -0.0147 0.007 0.021 -0.091
H 4.0808 -0.7301 -0.6409 0.092 -0.101 -0.065
H 2.8282 -1.4825 -1.6416 0.050 -0.074 0.120
O -0.6691 -1.0890 -1.6066 0.345 -0.546 -2.311
H -1.1054 -1.9145 -1.9100 0.760 0.619 0.284
Cl -4.3018 -0.7633 -3.7152 -0.398 -0.049 -0.466
C -4.2961 -1.2968 -2.0439 0.708 0.515 0.294
Cl -5.8196 -0.9678 -1.2228 -0.446 -0.245 -0.168
Cl -3.8590 -3.0402 -1.9763 -0.427 0.482 -0.185
C -3.2268 -0.4378 -1.2629 1.822 -0.721 1.324
O -2.8255 0.6666 -1.6341 -1.407 -1.316 -0.075
O -2.7856 -1.1633 -0.2824 -0.886 0.843 -1.485
```
Positions in Å, forces in eV/Å.

=====

[4]
Below is a cluster of 2 separate species, C8H12N4 in total in a non-equilibrium geometry, with properties calculated with the ωB97M-V functional and the def2-TZVPD basis.

Values from the calculation:
lowest unoccupied orbital energy	0.65	eV
SMILES	Cc1c[nH]cn1.Cc1c[nH]cn1
net charge	0

XYZ file:
```
24
Properties=species:S:1:pos:R:3:forces:R:3
C -1.6667 -0.8093 -3.6318 0.307 0.176 -0.142
C -1.6177 0.1254 -2.4684 0.003 -0.755 0.173
C -0.6070 0.8535 -1.9353 0.292 0.664 -0.290
N -1.1070 1.4455 -0.7941 -0.155 -0.828 -0.942
C -2.3755 0.9648 -0.6551 0.730 0.830 0.868
N -2.6993 0.1691 -1.6227 -0.683 -0.095 -0.176
H -1.5045 -1.8259 -3.2819 -0.303 -0.196 0.005
H -0.8978 -0.6421 -4.3866 0.058 0.304 0.094
H -2.6369 -0.7150 -4.1148 -0.042 -0.222 0.008
H 0.3894 1.0321 -2.2961 0.075 0.089 0.034
H -0.6058 2.0963 -0.2345 0.052 0.103 0.537
H -2.9261 1.2383 0.2318 -0.352 -0.150 -0.195
C 0.7305 -2.0507 1.8918 -0.527 0.059 0.375
C 1.2698 -0.6634 1.9833 -0.159 -0.307 0.891
C 2.5500 -0.2928 2.2848 -0.081 0.068 -0.836
N 2.5349 1.0813 2.3082 0.274 -0.231 0.152
C 1.2546 1.4662 2.1039 0.192 0.251 0.415
N 0.4581 0.4408 1.9514 -0.071 0.280 -0.512
H 0.7098 -2.5325 2.8714 0.478 -0.086 0.016
H 1.3047 -2.6406 1.1870 -0.076 -0.265 -0.058
H -0.3299 -2.0473 1.6406 0.128 0.202 -0.530
H 3.4533 -0.8698 2.3032 0.165 -0.014 0.217
H 3.3246 1.6651 2.5175 -0.074 0.112 -0.061
H 0.9944 2.5108 2.1464 -0.233 0.012 -0.043
```
Positions in Å, forces in eV/Å.

=====

- Among the records above, which one has the lowest net charge?
  C12H16Cl6O3Tc